Molecular formula: C21H19Cl4N3O6OsSi
Method: DFT, ωB97M-V with the def2-TZVPD basis set

```
55
C21H19Cl4N3O6OsSi | the Open Molecules 2025 dataset | ωB97M-V with the def2-TZVPD basis set
Os -0.349 0.747 -0.038
C 2.684 -0.115 -2.062
C 2.753 0.544 -0.741
N 1.716 0.882 0.022
C 2.214 1.451 1.166
C 3.565 1.467 1.098
N 3.888 0.897 -0.108
C 4.627 1.922 2.029
O 4.205 2.449 3.158
O 5.782 1.758 1.732
C 1.285 1.874 2.244
O 1.774 2.363 3.255
O 0.060 1.631 2.000
H 1.647 -0.368 -2.281
H 3.271 -1.032 -2.064
H 3.060 0.543 -2.844
H 4.846 0.771 -0.410
H 3.212 2.469 3.209
Cl -4.164 6.345 -0.200
C -3.626 4.716 -0.084
C -4.530 3.718 0.284
Cl -6.168 4.129 0.613
C -4.106 2.397 0.382
Cl -5.168 1.116 0.813
C -2.772 2.086 0.122
O -2.288 0.829 0.160
C -1.873 3.075 -0.251
O -0.632 2.672 -0.517
C -2.303 4.400 -0.357
Cl -1.157 5.591 -0.827
C -2.636 -2.805 -1.066
Si -1.180 -1.836 -1.717
C -1.749 -0.406 -2.797
C -0.071 -2.871 -2.830
N -0.316 -1.198 -0.277
C 0.190 -2.059 0.710
C 0.592 -3.355 0.385
C 1.098 -4.200 1.356
C 1.212 -3.775 2.672
C 0.803 -2.491 3.005
C 0.295 -1.642 2.040
H -3.221 -3.240 -1.869
H -3.278 -2.126 -0.506
H -2.330 -3.605 -0.398
H -1.800 -0.758 -3.827
H -1.090 0.465 -2.806
H -2.732 -0.056 -2.506
H -0.675 -3.192 -3.673
H 0.379 -3.756 -2.398
H 0.728 -2.255 -3.240
H 0.523 -3.711 -0.630
H 1.407 -5.198 1.078
H 1.599 -4.439 3.429
H 0.862 -2.147 4.026
H -0.065 -0.670 2.337
```

Values from the calculation:
2S+1 = 5
relative energy (zero: lowest compared OMol25 entry of this formula, charge and spin) = 9.8 kJ/mol
strongest force on any atom = 1.834 eV/Å
electronic energy = -99277.873 eV

=====

Molecular formula: C21H19F3N4O2S
Method: DFT, ωB97M-V with the def2-TZVPD basis set

```
50
C21H19F3N4O2S | the Open Molecules 2025 dataset | ωB97M-V with the def2-TZVPD basis set
C -1.556 -0.517 -2.324
O -0.525 0.466 -2.731
C -0.840 1.660 -3.353
C -1.282 1.646 -4.655
C -1.717 2.676 -5.244
F -2.124 2.685 -6.501
C -1.848 3.875 -4.631
C -1.565 4.018 -3.281
C -0.990 2.864 -2.628
C -0.524 2.929 -1.229
N -0.911 2.014 -0.375
C -0.832 2.198 0.950
N -1.184 0.955 1.511
C -0.324 0.176 2.361
C 0.653 0.802 3.134
C 1.486 0.055 3.896
F 2.272 0.706 4.724
C 1.473 -1.375 3.788
C 0.348 -2.027 3.283
C 0.209 -3.506 3.311
S 0.643 -4.193 1.638
N 0.776 -5.847 1.786
O -0.484 -4.079 0.717
C 2.216 -3.477 1.184
C 1.924 -2.072 0.554
C 2.558 -3.205 -0.292
C -0.469 -1.220 2.482
N -0.461 3.323 1.534
C 0.020 4.246 0.695
C 0.065 4.096 -0.709
F 0.607 5.123 -1.384
H -1.235 -1.457 -2.837
H -2.564 -0.324 -2.698
H -1.732 -0.608 -1.151
H -1.081 0.813 -5.225
H -1.944 4.778 -5.276
H -1.519 4.905 -2.744
H -1.627 0.460 0.787
H 0.819 1.875 2.971
H 2.231 -1.972 4.103
H 0.917 -4.035 3.990
H -0.854 -3.518 3.716
H -0.058 -6.323 1.484
H 2.988 -3.640 1.896
H 0.875 -1.833 0.322
H 2.556 -1.155 0.791
H 1.970 -3.638 -1.096
H 3.643 -2.968 -0.432
H -1.377 -1.483 2.013
H 0.378 5.132 1.176
```

Values from the calculation:
relative energy (zero: lowest compared OMol25 entry of this formula, charge and spin) = 849.7 kJ/mol
strongest force on any atom = 8.994 eV/Å
SMILES = COc1cc(F)ccc1-c1nc(Nc2cc(F)cc(C[S@@](=N)(=O)C3CC3)c2)ncc1F
electronic energy = -51121.039 eV

=====

Molecular formula: C21H19FN2O5S
Method: DFT, ωB97M-V with the def2-TZVPD basis set

```
49
C21H19FN2O5S | the Open Molecules 2025 dataset | ωB97M-V with the def2-TZVPD basis set
C -1.832 -2.155 4.952
N -0.697 -1.550 4.104
C -0.890 -0.174 3.648
O -1.843 0.442 4.104
C -0.044 0.455 2.693
C 0.874 1.494 2.846
C 1.121 2.239 4.120
C 0.668 1.910 5.441
C 0.940 2.758 6.523
C 1.444 4.007 6.302
F 1.480 4.933 7.272
C 1.888 4.421 5.008
C 1.779 3.517 3.937
O 1.347 1.849 1.670
C 0.778 1.079 0.705
C 1.088 1.264 -0.641
C 0.764 0.279 -1.534
C -0.023 -0.915 -1.161
C -0.359 -0.928 0.291
C 0.039 0.102 1.274
C -0.409 -1.808 -2.250
O -0.789 -2.853 -1.790
C -0.124 -1.649 -3.737
C 1.257 -1.563 -4.235
C 2.152 -0.681 -3.362
N 1.242 0.434 -2.787
S 1.158 2.009 -3.677
C 0.859 1.560 -5.382
O -0.023 2.872 -3.315
O 2.394 2.754 -3.548
H -2.350 -1.400 5.636
H -2.615 -2.608 4.282
H -1.384 -3.007 5.583
H -0.042 -2.184 3.627
H 0.120 0.981 5.577
H 0.773 2.398 7.512
H 2.349 5.419 4.808
H 2.127 3.820 2.958
H 1.818 2.086 -0.861
H -0.868 -1.672 0.947
H -0.484 -2.562 -4.139
H -0.716 -0.813 -4.183
H 1.726 -2.517 -4.294
H 1.341 -1.163 -5.266
H 2.957 -0.305 -3.990
H 2.716 -1.281 -2.621
H 1.756 1.058 -5.785
H -0.072 1.040 -5.476
H 0.538 2.539 -5.854
```

Values from the calculation:
relative energy (zero: lowest compared OMol25 entry of this formula, charge and spin) = 509.6 kJ/mol
strongest force on any atom = 5.788 eV/Å
SMILES = CNC(=O)c1c(-c2ccc(F)cc2)oc2cc3c(cc12)C(=O)CCCN3S(C)(=O)=O
electronic energy = -48851.362 eV

=====

Molecular formula: C21H19FN6O3
Method: DFT, ωB97M-V with the def2-TZVPD basis set

```
50
C21H19FN6O3 | the Open Molecules 2025 dataset | ωB97M-V with the def2-TZVPD basis set
O -3.270 -1.758 1.868
C -3.007 -1.442 0.717
C -3.806 -0.381 0.082
C -4.958 0.153 0.605
C -5.362 1.177 -0.275
C -4.427 1.206 -1.264
O -3.486 0.271 -1.063
N -2.021 -2.076 0.029
C -1.558 -1.830 -1.314
C -0.176 -1.174 -1.285
C 0.811 -2.054 -0.516
C 2.134 -1.370 -0.345
N 2.190 -0.081 -0.419
C 3.412 0.433 -0.156
C 4.576 -0.278 0.171
N 5.558 0.631 0.385
N 5.083 1.795 0.218
N 3.783 1.727 -0.114
C 2.989 2.900 -0.376
C 1.564 2.680 0.056
C 0.530 2.711 -0.868
C -0.777 2.489 -0.473
C -1.034 2.227 0.860
F -2.305 2.021 1.251
C -0.021 2.177 1.801
C 1.278 2.410 1.390
C 4.529 -1.717 0.231
O 5.384 -2.530 0.471
N 3.210 -2.151 -0.056
C 0.240 -2.360 0.881
C -1.152 -2.977 0.755
H -5.434 -0.164 1.508
H -6.220 1.810 -0.181
H -4.326 1.820 -2.138
H -1.492 -2.799 -1.829
H -2.260 -1.204 -1.855
H 0.181 -1.015 -2.302
H -0.239 -0.203 -0.793
H 0.957 -2.999 -1.053
H 3.030 3.131 -1.446
H 3.455 3.723 0.175
H 0.744 2.910 -1.908
H -1.591 2.512 -1.181
H -0.258 1.966 2.832
H 2.080 2.380 2.114
H 3.090 -3.157 -0.022
H 0.166 -1.428 1.444
H 0.896 -3.041 1.426
H -1.099 -3.932 0.220
H -1.591 -3.139 1.741
```

Values from the calculation:
relative energy (zero: lowest compared OMol25 entry of this formula, charge and spin) = 0.0 kJ/mol
strongest force on any atom = 1.372 eV/Å
SMILES = O=C(c1ccco1)N1CCC(c2nc3c(nnn3Cc3ccc(F)cc3)c(=O)[nH]2)CC1
electronic energy = -39886.144 eV

=====

Molecular formula: C21H19N5O4
Method: DFT, ωB97M-V with the def2-TZVPD basis set

```
49
C21H19N5O4 | the Open Molecules 2025 dataset | ωB97M-V with the def2-TZVPD basis set
C 4.004 -0.580 -1.305
N 3.914 -1.932 -0.829
C 4.940 -2.842 -0.841
O 6.009 -2.732 -1.433
N 4.639 -3.899 -0.059
C 3.296 -3.862 0.241
O 2.710 -4.865 0.658
C 2.707 -2.504 -0.192
C 1.599 -2.733 -1.252
C 0.381 -2.161 -0.608
C -0.943 -2.229 -1.082
C -1.999 -1.692 -0.332
C -1.694 -1.055 0.895
N -2.727 -0.575 1.719
C -2.697 0.530 2.542
O -3.669 0.645 3.286
C -1.757 1.766 2.354
N -1.476 2.209 0.985
C -0.291 2.277 0.271
O 0.776 1.820 0.575
N -0.466 2.988 -0.856
C -1.761 3.439 -0.918
C -2.466 4.211 -1.816
C -3.828 4.477 -1.629
C -4.443 4.029 -0.441
C -3.725 3.282 0.472
C -2.398 2.982 0.227
C -0.368 -1.018 1.351
C 0.693 -1.571 0.592
C 2.133 -1.698 0.940
H 4.587 -0.517 -2.239
H 4.526 0.090 -0.618
H 3.008 -0.208 -1.539
H 5.108 -4.806 -0.233
H 1.833 -2.216 -2.204
H 1.405 -3.779 -1.537
H -1.154 -2.728 -2.017
H -3.026 -1.823 -0.650
H -3.553 -1.116 1.756
H -0.829 1.487 2.860
H -2.099 2.590 2.979
H 0.290 3.154 -1.509
H -1.968 4.579 -2.696
H -4.330 5.055 -2.386
H -5.470 4.240 -0.142
H -4.196 2.872 1.390
H -0.131 -0.618 2.316
H 2.621 -0.736 1.051
H 2.285 -2.227 1.902
```

Values from the calculation:
relative energy (zero: lowest compared OMol25 entry of this formula, charge and spin) = 0.0 kJ/mol
strongest force on any atom = 3.829 eV/Å
SMILES = CN1C(=O)NC(=O)[C@]12Cc1ccc(NC(=O)Cn3c(=O)[nH]c4ccccc43)cc1C2
electronic energy = -37728.304 eV

=====

Molecular formula: C21H19N8O7PdS
Method: DFT, ωB97M-V with the def2-TZVPD basis set

```
57
C21H19N8O7PdS | the Open Molecules 2025 dataset | ωB97M-V with the def2-TZVPD basis set
Pd -0.008 -0.926 -0.325
O -6.607 0.394 1.468
C -5.679 1.221 1.455
O -5.625 2.417 1.792
C -4.342 0.664 0.957
C -3.623 -0.242 1.736
C -2.403 -0.699 1.299
N -1.879 -0.323 0.122
C -2.569 0.520 -0.674
C -3.787 1.033 -0.267
C -2.007 0.893 -2.065
O -2.617 1.746 -2.694
O -0.979 0.233 -2.436
H -4.019 -0.585 2.682
H -1.810 -1.393 1.881
H -4.286 1.724 -0.932
N 6.799 -3.144 3.263
C 5.915 -2.902 2.212
C 6.318 -2.158 1.105
C 5.452 -1.953 0.044
C 4.181 -2.502 0.081
C 3.763 -3.243 1.181
C 4.627 -3.445 2.238
S 3.045 -2.200 -1.228
O 2.263 -3.398 -1.414
O 3.776 -1.674 -2.345
N 2.027 -1.120 -0.588
C 2.271 0.207 -0.434
N 1.092 0.797 -0.086
C 1.024 2.110 0.016
C 2.178 2.865 -0.144
C 3.346 2.171 -0.416
N 3.420 0.852 -0.572
H 7.537 -2.466 3.361
H 6.361 -3.356 4.145
H 7.316 -1.736 1.078
H 5.747 -1.365 -0.814
H 2.758 -3.647 1.207
H 4.306 -4.024 3.096
H 0.055 2.540 0.235
H 2.164 3.940 -0.056
H 4.284 2.707 -0.523
C -0.222 -5.225 -3.377
N -0.584 -4.542 -2.160
C -0.273 -5.114 -0.864
C -0.338 -3.899 0.057
O -0.169 -3.916 1.253
N -0.617 -2.808 -0.730
C -0.690 -3.204 -2.016
N -0.869 -2.348 -2.996
H 0.815 -5.568 -3.321
H -0.302 -4.560 -4.233
H -0.876 -6.081 -3.550
H 0.738 -5.526 -0.844
H -0.989 -5.875 -0.552
H -0.969 -1.312 -2.791
H -0.953 -2.671 -3.941
```

Values from the calculation:
total charge = -1
relative energy (zero: lowest compared OMol25 entry of this formula, charge and spin) = 18.9 kJ/mol
strongest force on any atom = 0.387 eV/Å
electronic energy = -62658.410 eV

=====

Molecular formula: C21H19NO3
Method: DFT, ωB97M-V with the def2-TZVPD basis set

```
44
C21H19NO3 | the Open Molecules 2025 dataset | ωB97M-V with the def2-TZVPD basis set
C 1.312 -4.632 -0.042
N 0.011 -4.386 0.595
C -1.083 -4.843 -0.242
O -0.078 -4.911 1.634
C -0.151 -2.898 0.914
C -1.448 -2.419 1.500
O -1.290 -1.162 2.231
C -0.899 -0.092 1.386
C -1.833 0.534 0.511
C -1.420 1.602 -0.368
C -0.147 2.126 -0.353
C 0.794 1.566 0.513
C 2.107 1.987 0.626
C 3.101 1.313 1.382
C 2.686 0.310 2.212
C 1.429 -0.120 2.183
C 0.388 0.389 1.404
C -0.086 3.217 -1.332
C 0.763 4.339 -1.519
C 0.358 5.471 -2.263
C -0.788 5.298 -3.124
C -1.679 4.218 -2.871
C -1.348 3.264 -1.973
C -2.177 2.190 -1.433
O -3.399 1.856 -1.753
H 1.427 -5.662 -0.278
H 2.128 -4.462 0.672
H 1.432 -3.897 -0.803
H -1.138 -3.968 -0.958
H -0.999 -5.827 -0.720
H -1.949 -4.842 0.473
H 0.615 -2.554 1.682
H 0.095 -2.412 -0.020
H -1.845 -3.240 2.132
H -2.100 -2.197 0.648
H -2.780 0.028 0.434
H 2.502 2.919 0.149
H 4.071 1.781 1.488
H 3.353 -0.076 3.027
H 1.089 -0.913 2.804
H 1.621 4.533 -0.892
H 1.043 6.340 -2.316
H -1.026 5.960 -3.902
H -2.663 4.274 -3.434
```

Values from the calculation:
relative energy (zero: lowest compared OMol25 entry of this formula, charge and spin) = 741.4 kJ/mol
strongest force on any atom = 14.125 eV/Å
SMILES = C[N+](C)([O-])CCOc1cc2c(c3ccccc13)-c1ccccc1C2=O
electronic energy = -29711.690 eV

=====

Molecular formula: C21H20ClN3O5
Method: DFT, ωB97M-V with the def2-TZVPD basis set

```
50
C21H20ClN3O5 | the Open Molecules 2025 dataset | ωB97M-V with the def2-TZVPD basis set
C 0.064 -5.121 -0.653
C 0.127 -3.610 -0.867
N -0.708 -2.925 0.109
C -0.125 -2.824 1.445
C 1.026 -1.824 1.360
O 2.162 -2.160 1.106
N 0.591 -0.533 1.456
C 1.154 0.646 1.008
C 0.400 1.818 0.971
C -0.971 1.970 1.388
O -1.618 1.090 1.929
O -1.464 3.193 1.118
C -2.826 3.414 1.463
N 1.159 2.830 0.426
C 2.385 2.342 0.115
C 3.480 2.991 -0.450
C 4.624 2.261 -0.666
C 4.675 0.904 -0.320
Cl 6.148 0.043 -0.613
C 3.609 0.240 0.239
C 2.433 0.964 0.463
C -1.362 -1.748 -0.313
C -2.598 -1.452 0.256
C -3.306 -0.302 -0.070
C -2.730 0.547 -0.983
C -1.497 0.260 -1.562
C -0.795 -0.878 -1.258
O -1.136 1.285 -2.402
C -2.184 2.225 -2.333
O -3.182 1.761 -1.451
H -0.972 -5.445 -0.603
H 0.568 -5.413 0.264
H 0.552 -5.626 -1.482
H 1.174 -3.280 -0.828
H -0.274 -3.381 -1.855
H -0.891 -2.501 2.150
H 0.256 -3.802 1.736
H -0.378 -0.385 1.739
H -2.954 4.491 1.538
H -3.054 2.928 2.414
H -3.475 3.006 0.686
H 0.831 3.771 0.295
H 3.430 4.037 -0.710
H 5.495 2.724 -1.102
H 3.666 -0.804 0.500
H -3.014 -2.140 0.974
H -4.258 -0.080 0.380
H 0.168 -1.065 -1.702
H -2.618 2.371 -3.335
H -1.789 3.188 -1.967
```

Values from the calculation:
relative energy (zero: lowest compared OMol25 entry of this formula, charge and spin) = 180.4 kJ/mol
strongest force on any atom = 1.316 eV/Å
SMILES = CCN(CC(=O)Nc1c(C(=O)OC)[nH]c2ccc(Cl)cc12)c1ccc2c(c1)OCO2
electronic energy = -49332.349 eV